C31H45Cl2N2OPPt as an isolated structure at a distorted geometry, computed with ωB97M-V with the def2-TZVPD basis set.

Structure (XYZ):
```
83
C31H45Cl2N2OPPt, DFT ωB97M-V with the def2-TZVPD basis set
P -0.36 1.33 -2.35
C -1.96 0.47 -2.18
C -2.84 1.16 -3.26
C -4.24 0.56 -3.45
C -4.23 -0.97 -3.56
C -3.41 -1.63 -2.44
C -1.99 -1.06 -2.29
C 1.13 0.36 -2.70
C 1.30 0.53 -4.23
C 2.67 0.03 -4.69
C 2.92 -1.42 -4.26
C 2.59 -1.69 -2.78
C 1.24 -1.12 -2.31
C -0.22 2.95 -1.48
C -1.35 3.30 -0.49
C -1.34 4.82 -0.26
C 0.03 5.42 0.07
C 1.24 4.80 -0.65
C 1.15 3.28 -0.86
H -2.24 0.73 -1.13
H -2.30 1.08 -4.22
H -2.92 2.24 -3.07
H -4.69 0.99 -4.35
H -4.89 0.86 -2.61
H -5.25 -1.35 -3.54
H -3.82 -1.26 -4.54
H -3.95 -1.49 -1.49
H -3.35 -2.71 -2.61
H -1.53 -1.48 -1.38
H -1.40 -1.38 -3.16
H 1.92 0.89 -2.13
H 3.45 0.69 -4.28
H 1.14 1.57 -4.54
H 0.51 -0.07 -4.72
H 2.74 0.13 -5.78
H 3.97 -1.67 -4.45
H 2.33 -2.09 -4.90
H 2.62 -2.77 -2.60
H 3.39 -1.25 -2.16
H 1.15 -1.21 -1.22
H 0.44 -1.71 -2.77
H -0.35 3.60 -2.37
H -2.35 3.00 -0.86
H -1.16 2.75 0.44
H -1.73 5.28 -1.17
H -2.05 5.07 0.53
H 0.20 5.34 1.15
H 0.00 6.49 -0.17
H 2.16 5.03 -0.11
H 1.35 5.26 -1.65
H 1.98 2.95 -1.51
H 1.22 2.74 0.09
Pt -0.01 -0.62 2.24
Cl 1.98 0.41 1.65
Cl -1.99 0.64 2.18
C -0.62 -2.17 1.27
H -1.67 -2.16 0.95
C 0.11 -3.41 1.13
C 1.51 -3.34 1.26
C 2.27 -4.50 1.30
C 1.67 -5.76 1.18
C 0.28 -5.84 0.98
C -0.50 -4.70 0.93
H 1.98 -2.35 1.35
H 3.35 -4.45 1.42
H -0.18 -6.83 0.87
H -1.57 -4.76 0.75
H 2.27 -6.68 1.22
N 1.00 -0.80 9.18
C 1.34 0.29 8.40
O 1.96 1.24 8.84
C 0.94 0.18 6.93
C 0.38 -0.99 6.42
C 0.07 -1.08 5.06
N 0.37 -0.08 4.20
C 0.92 1.07 4.67
C 1.19 1.24 6.04
H 1.25 -0.76 10.15
H 0.23 -1.40 8.95
H 0.19 -1.86 7.04
H -0.42 -1.95 4.60
H 1.17 1.82 3.92
H 1.61 2.18 6.39
```

Results
Energy relative to the best compared isomer or geometry (same formula, charge and spin) in kJ/mol: 0.0
LUMO level (spin up / spin down) in eV: 0.09 / -2.25
Strongest force on any atom in eV Å⁻¹: 3.2
HOMO energy (spin up / spin down) in eV: -4.945 / -6.987
HOMO-LUMO gap (spin up / spin down) in Eh: 0.185 / 0.174
Total charge: 0
Multiplicity: 5

Atom charges from the Löwdin analysis, given in e for atoms 1 to 4: 1.31, -0.39, -0.22, -0.19